[1]
Below is a 4-piece molecular cluster, C4H13NO3 overall, with properties calculated with ωB97M-V/def2-TZVPD.

Computed properties:
Energy above the lowest of the compared OMol25 structures with the same formula, charge and spin = 60.3 kcal per mole
Charge = 0
E_LUMO = 0.019 Ha
Calculated total energy = -11989.8549 eV
Highest occupied orbital energy = -8.39 eV
Frontier orbital gap = 0.32737 Eh
SMILES string = C=CC(=C)N.O.O.O

Each line ends with the natural charge from an NBO analysis.
Positions of all 21 atoms, in Å:
N (-1.57934, -2.04846, 1.52599)  -0.8121
C (-1.22653, -0.87973, 0.83400)  0.1531
C (-0.37803, -0.92918, -0.19355)  -0.5419
C (-1.52750, 1.58963, 1.17680)  -0.3407
C (-1.68657, 0.33154, 1.53955)  -0.2286
H (-2.39031, -1.98583, 2.12262)  0.3847
H (-1.30234, -2.88364, 1.04721)  0.3879
H (0.03875, -0.01627, -0.58546)  0.2063
H (-0.04879, -1.77810, -0.77527)  0.1895
H (-1.96811, 2.40627, 1.74245)  0.2001
H (-0.86627, 2.02049, 0.43059)  0.1971
H (-2.25566, 0.09924, 2.43009)  0.1981
H (2.48823, 2.29298, -0.56017)  0.4690
H (1.27168, 2.33984, -1.49392)  0.4719
O (2.10852, 2.78001, -1.29984)  -0.9390
H (2.63349, -1.16640, 0.74300)  0.4756
H (3.59155, -0.38298, -0.18103)  0.4689
O (3.52116, -0.79649, 0.68608)  -0.9440
H (0.14164, -1.05251, -2.94697)  0.4689
H (-0.74101, 0.15519, -3.19886)  0.4724
O (0.17544, -0.09558, -3.04328)  -0.9372

[2]
Below is a 2-piece molecular cluster, C4H13NO3 overall, with properties calculated with ωB97M-V/def2-TZVPD.

Computed properties:
Energy above the lowest of the compared OMol25 structures with the same formula, charge and spin = 90.9 kcal per mole
Charge = 0
E_LUMO = 0.010 Ha
Calculated total energy = -11988.5317 eV
Highest occupied orbital energy = -8.50 eV
Frontier orbital gap = 0.32200 Eh
SMILES string = C[C@H](CO)NCO.O

Each line ends with the natural charge from an NBO analysis.
Positions of all 21 atoms, in Å:
C (0.49955, 1.45482, -0.20331)  -0.6650
C (-0.17309, 0.30497, 0.76813)  -0.0576
C (0.83332, -0.14291, 1.85608)  -0.0708
O (0.86653, 0.81385, 2.85551)  -0.7384
N (-0.70450, -0.86630, -0.00902)  -0.7110
C (-1.95714, -0.67787, -0.66292)  0.1136
O (-1.83397, -0.06066, -1.95320)  -0.7553
H (-0.04410, 1.36510, -1.28793)  0.2069
H (0.18324, 2.41991, 0.39428)  0.2256
H (1.73727, 1.29916, -0.32349)  0.2197
H (-1.13717, 0.70504, 1.11292)  0.1962
H (1.92305, -0.31548, 1.52331)  0.1799
H (0.36861, -1.05235, 2.28155)  0.1730
H (0.30098, 0.67997, 3.61036)  0.4786
H (0.17051, -1.29403, -0.46132)  0.4054
H (-2.53569, -1.60190, -0.79062)  0.1724
H (-2.55987, 0.23752, -0.01428)  0.1482
H (-0.91601, -0.08739, -2.21017)  0.4615
H (1.40092, -0.59911, -2.69316)  0.4731
H (2.00927, -1.72272, -1.99185)  0.4777
O (1.56828, -0.85962, -1.80086)  -0.9335

Calculated values (eV/A) of F_max for the records, taken in order: 1.75; 3.69.